This record from the OMol25 dataset describes C40H32F4N5O2PV as an isolated structure at a distorted geometry. The level of theory is ωB97M-V with the def2-TZVPD basis set.

Results
* maximum force: 1.39 eV Å⁻¹
* relative energy (zero: lowest compared OMol25 entry of this formula, charge and spin): 16.9 kcal/mol
* LUMO level (spin up / spin down): -0.131 / -0.134 Ha
* highest occupied orbital energy (spin up / spin down): -10.744 / -10.895 eV

```
! RIJCOSX wB97M-V def2-TZVPD def2/J DEFGRID3
* xyz 1 3
V -0.475 0.161 -0.253
C 2.899 1.872 1.816
N 2.205 0.594 1.810
C 3.126 -0.495 2.098
C 1.096 0.576 2.750
C 0.013 1.584 2.441
N -0.402 1.548 1.024
C -1.021 2.737 0.534
C -1.037 2.957 -0.832
F -0.481 1.965 -1.616
C -1.578 4.054 -1.448
F -1.516 4.142 -2.779
C -2.174 5.037 -0.689
C -2.205 4.838 0.674
F -2.797 5.737 1.462
C -1.660 3.718 1.282
F -1.817 3.603 2.608
H 3.240 2.155 2.824
H 2.255 2.670 1.441
H 3.778 1.820 1.170
H 3.622 -0.384 3.076
H 3.902 -0.546 1.330
H 2.584 -1.445 2.104
H 1.433 0.783 3.779
H 0.699 -0.435 2.754
H 0.371 2.587 2.670
H -0.825 1.411 3.115
H -2.608 5.919 -1.141
C -1.855 -3.461 5.300
C -1.782 -2.094 5.058
C -1.452 -1.633 3.793
C -1.190 -2.529 2.754
C -1.260 -3.896 3.008
C -1.591 -4.359 4.278
P -0.977 -1.881 1.060
C -0.561 -3.332 0.052
C 0.789 -3.628 -0.137
C 1.171 -4.704 -0.933
C 0.203 -5.478 -1.561
C -1.145 -5.187 -1.377
C -1.522 -4.124 -0.566
C -2.643 -1.257 0.672
C -3.877 -1.764 1.083
C -5.023 -1.061 0.749
C -4.925 0.138 0.035
C -3.690 0.646 -0.347
C -2.514 -0.048 -0.028
H -2.123 -3.824 6.285
H -1.984 -1.387 5.853
H -1.428 -0.567 3.613
H -1.046 -4.612 2.225
H -1.641 -5.425 4.462
H 1.551 -3.009 0.326
H 2.222 -4.937 -1.064
H 0.495 -6.309 -2.192
H -1.903 -5.789 -1.865
H -2.575 -3.903 -0.419
H -3.942 -2.682 1.661
H -5.994 -1.430 1.057
H -5.832 0.678 -0.216
H -3.654 1.584 -0.893
O 1.775 -3.904 -6.531
N 0.947 -3.976 -5.656
O 0.173 -4.898 -5.492
C 0.953 -2.922 -4.602
C 2.121 -2.315 -4.379
C 2.229 -1.341 -3.323
C 3.390 -0.586 -3.075
C 3.391 0.336 -2.067
C 2.252 0.444 -1.256
N 1.154 -0.269 -1.464
C 1.126 -1.114 -2.526
C -0.149 -1.710 -2.840
N -1.197 -1.272 -2.096
C -2.402 -1.677 -2.436
C -2.625 -2.557 -3.506
C -1.568 -3.041 -4.217
C -0.264 -2.605 -3.890
H 2.979 -2.560 -4.990
H 4.265 -0.728 -3.701
H 4.251 0.961 -1.867
H 2.227 1.117 -0.410
H -3.224 -1.303 -1.840
H -3.638 -2.851 -3.748
H -1.721 -3.737 -5.027
*
```

Löwdin atomic charge list, values in e, 8 entries: V 0.80; C -0.10; N -0.30; C -0.09; C -0.23; C -0.20; N -0.10; C -0.15

This record from the OMol25 dataset describes a single C4H8N2 molecule. The level of theory is ωB97M-V with the def2-TZVPD basis set.

Results
* maximum force: 0.48 eV Å⁻¹
* relative energy (zero: lowest compared OMol25 entry of this formula, charge and spin): 42.3 kcal/mol
* LUMO level: 0.035 Ha
* SMILES: CCNC1=NC1
* highest occupied orbital energy: -9.045 eV

```
! RIJCOSX wB97M-V def2-TZVPD def2/J DEFGRID3
* xyz 0 1
C -1.248 -0.644 -1.453
C -1.221 0.338 -0.284
N 0.128 0.884 -0.104
C 2.066 -0.044 1.527
C 0.851 0.489 0.970
N 0.721 0.223 2.195
H -0.527 -1.455 -1.295
H -0.993 -0.137 -2.393
H -2.242 -1.085 -1.572
H -1.946 1.145 -0.442
H -1.488 -0.164 0.651
H 0.668 0.946 -0.956
H 2.909 0.602 1.768
H 2.322 -1.097 1.387
*
```

Löwdin atomic charge list, values in e, 8 entries: C -0.10; C -0.24; N 0.04; C -0.11; C -0.44; N 0.14; H 0.08; H 0.07

This record from the OMol25 dataset describes a 2-piece molecular cluster, C29H43OSi overall at a distorted geometry. The level of theory is ωB97M-V with the def2-TZVPD basis set.

Results
* maximum force: 2.41 eV Å⁻¹
* relative energy (zero: lowest compared OMol25 entry of this formula, charge and spin): 3.5 kcal/mol
* LUMO level: -0.194 Ha
* highest occupied orbital energy: -10.742 eV

```
! RIJCOSX wB97M-V def2-TZVPD def2/J DEFGRID3
* xyz 1 1
C -4.823 0.890 3.212
Si -3.359 0.661 4.349
C -3.351 1.907 5.745
C -3.195 -1.096 4.961
O -2.050 0.807 3.303
C -0.961 1.651 3.344
C 0.218 1.179 3.836
C -1.152 3.005 2.882
C -2.240 3.433 2.209
H -5.776 0.743 3.743
H -4.824 1.895 2.767
H -4.763 0.156 2.394
H -4.239 1.772 6.388
H -2.459 1.789 6.381
H -3.368 2.941 5.365
H -4.020 -1.405 5.618
H -3.164 -1.776 4.096
H -2.251 -1.218 5.511
H 1.031 1.886 3.976
H 0.315 0.163 4.211
H -0.333 3.679 3.137
H -2.306 4.487 1.933
H -3.036 2.764 1.864
C -1.934 -2.629 -5.859
C -1.618 -1.883 -4.603
C -0.926 -0.674 -4.672
C -0.646 0.071 -3.525
C 0.056 1.372 -3.798
C -1.028 -0.409 -2.260
C -0.773 0.397 -0.978
C -1.596 1.698 -0.976
C 0.726 0.693 -0.679
C 1.558 -0.499 -0.480
C 2.951 -0.588 -0.502
C 3.575 -1.897 -0.550
C 2.740 -3.131 -0.650
C 4.953 -2.035 -0.540
C 5.802 -0.919 -0.514
C 7.280 -1.098 -0.434
C 5.226 0.353 -0.544
C 3.850 0.553 -0.540
C 3.392 1.962 -0.629
C -1.735 -1.626 -2.196
C -2.232 -2.180 -0.893
C -2.009 -2.346 -3.355
H -2.478 -3.549 -5.627
H -2.552 -2.024 -6.538
H -1.019 -2.894 -6.406
H -0.606 -0.292 -5.640
H 0.114 2.047 -2.946
H 1.079 1.184 -4.161
H -0.466 1.912 -4.605
H -1.135 -0.204 -0.129
H -2.664 1.473 -1.104
H -1.471 2.241 -0.028
H -1.300 2.360 -1.799
H 1.146 1.207 -1.555
H 0.778 1.399 0.174
H 1.004 -1.447 -0.462
H 3.377 -4.021 -0.695
H 2.089 -3.227 0.231
H 2.099 -3.141 -1.547
H 5.389 -3.042 -0.534
H 7.781 -0.124 -0.423
H 7.567 -1.644 0.478
H 7.658 -1.675 -1.290
H 5.889 1.225 -0.550
H 4.234 2.630 -0.422
H 3.025 2.239 -1.632
H 2.612 2.185 0.106
H -2.763 -3.121 -1.074
H -1.408 -2.400 -0.200
H -2.932 -1.499 -0.390
H -2.550 -3.295 -3.281
*
```

Löwdin atomic charge list, values in e, 8 entries: C -0.16; Si 0.42; C -0.15; C -0.16; O -0.17; C -0.43; C 0.08; C -0.13

This record from the OMol25 dataset describes a single C18H20N4O3 molecule at a distorted geometry. The level of theory is ωB97M-V with the def2-TZVPD basis set.

Results
* maximum force: 1.22 eV Å⁻¹
* relative energy (zero: lowest compared OMol25 entry of this formula, charge and spin): 91.4 kcal/mol
* LUMO level: 0.027 Ha
* SMILES: CN(Cc1ccon1)Cc1cn(C)nc1-c1ccc2c(c1)OCCO2
* highest occupied orbital energy: -7.915 eV

```
! RIJCOSX wB97M-V def2-TZVPD def2/J DEFGRID3
* xyz 0 1
C -0.618 -0.004 2.688
N -1.610 -0.735 1.924
C -1.845 -2.046 2.505
C -2.502 -1.920 3.835
N -2.096 -2.580 4.887
O -2.912 -2.253 5.915
C -3.826 -1.378 5.485
C -3.628 -1.117 4.165
H -4.170 -0.466 3.515
H -4.543 -1.030 6.201
H -0.919 -2.635 2.624
H -2.521 -2.597 1.843
C -1.223 -0.827 0.523
C -1.305 0.510 -0.136
C -2.223 1.503 0.134
N -1.907 2.562 -0.637
N -0.842 2.321 -1.388
C -0.451 1.080 -1.112
C 0.708 0.494 -1.773
C 1.783 1.309 -2.111
C 2.904 0.784 -2.734
C 2.968 -0.586 -3.006
C 1.879 -1.393 -2.702
C 0.758 -0.860 -2.099
H -0.091 -1.496 -1.901
H 1.937 -2.441 -2.950
O 4.076 -1.169 -3.572
C 5.215 -0.341 -3.544
C 4.845 1.078 -3.976
H 5.718 1.732 -3.981
O 3.927 1.639 -3.067
H 4.404 1.043 -4.982
H 5.942 -0.787 -4.224
H 5.631 -0.309 -2.527
H 1.749 2.364 -1.897
C -2.580 3.825 -0.711
H -2.581 4.319 0.263
H -3.612 3.694 -1.043
H -2.045 4.442 -1.430
H -3.047 1.518 0.817
H -1.918 -1.517 0.029
H -0.202 -1.232 0.410
H -0.477 0.979 2.243
H -0.970 0.122 3.711
H 0.354 -0.521 2.713
*
```

Löwdin atomic charge list, values in e, 8 entries: C -0.07; N -0.21; C -0.15; C -0.31; N 0.11; O -0.03; C -0.10; C 0.00

This record from the OMol25 dataset describes C24H24AgN5O4S as an isolated structure at a distorted geometry. The level of theory is ωB97M-V with the def2-TZVPD basis set.

Results
* maximum force: 3.32 eV Å⁻¹
* relative energy (zero: lowest compared OMol25 entry of this formula, charge and spin): 14.8 kcal/mol
* LUMO level: 0.173 Ha
* highest occupied orbital energy: -0.623 eV

```
! RIJCOSX wB97M-V def2-TZVPD def2/J DEFGRID3
* xyz -2 1
Ag -0.373 -10.786 -14.431
C -3.290 -12.531 -11.882
C -2.535 -12.571 -13.225
O -1.296 -12.816 -13.077
C -3.326 -12.498 -14.356
C -2.877 -12.373 -15.751
C -3.819 -12.833 -16.818
N -1.673 -11.990 -15.998
N -1.178 -12.089 -17.288
C -0.434 -11.069 -17.651
O -0.168 -10.054 -17.033
C 0.362 -11.427 -18.967
C -0.063 -12.488 -19.727
C 0.691 -12.938 -20.821
C 1.847 -12.182 -21.162
C 2.236 -11.128 -20.372
C 1.470 -10.713 -19.272
H -2.614 -12.822 -11.041
H -4.137 -13.221 -11.782
H -3.685 -11.549 -11.674
H -4.400 -12.360 -14.231
H -4.448 -12.076 -17.218
H -4.477 -13.546 -16.334
H -3.231 -13.276 -17.632
H -0.993 -12.993 -19.509
H 0.335 -13.809 -21.378
H 2.486 -12.472 -22.017
H 3.125 -10.683 -20.602
H 1.637 -9.798 -18.590
S 1.884 -11.661 -15.299
C 1.424 -13.253 -15.525
N 0.385 -13.805 -14.893
C -0.229 -15.087 -15.314
C 0.182 -15.355 -16.750
C 1.682 -15.214 -16.920
N 2.153 -13.999 -16.438
H -0.190 -13.284 -14.272
H -1.287 -14.921 -15.132
H 0.042 -15.911 -14.661
H -0.319 -14.598 -17.388
H -0.105 -16.379 -16.989
H 1.808 -15.197 -18.042
H 2.195 -16.079 -16.475
H 2.906 -13.603 -16.893
O -1.187 -9.631 -10.864
C -1.835 -9.233 -11.828
N -1.520 -9.217 -13.142
C -2.368 -8.349 -13.812
O -2.275 -8.084 -14.965
C -3.529 -7.956 -12.898
C -4.775 -7.423 -13.151
C -5.712 -7.360 -12.086
C -5.345 -7.966 -10.859
C -4.115 -8.611 -10.640
C -3.235 -8.579 -11.682
H -5.029 -6.939 -14.120
H -6.707 -6.895 -12.239
H -6.038 -7.832 -10.030
H -3.854 -9.190 -9.776
*
```

Löwdin atomic charge list, values in e, 8 entries: Ag 0.63; C -0.06; C -0.54; O -0.16; C -0.08; C -0.37; C -0.06; N -0.02